(1)
The following is a quantum chemistry calculation of 18 unconnected molecules or ions with the total composition C26H32BCl53F2N2O3P, from OMol25.

Geometry as XYZ:
```
120
C26H32BCl53F2N2O3P | OMol25 | ωB97M-V with the def2-TZVPD basis set
Cl -2.438 -1.966 5.320
Cl 1.172 0.398 8.819
Cl -1.850 9.467 -1.213
Cl -3.747 0.759 -7.304
Cl 2.647 -2.556 3.975
Cl 6.907 -3.324 -3.465
Cl -5.683 4.402 5.901
Cl 10.359 1.690 -2.330
Cl -5.511 1.048 -4.981
Cl -2.979 3.377 -4.046
Cl -6.606 1.096 -7.653
Cl 12.668 0.710 -0.866
Cl -2.995 4.607 8.214
Cl -2.658 7.817 1.033
Cl -1.823 5.927 -7.107
Cl 5.670 -1.409 -1.663
Cl 0.304 -0.241 -8.919
Cl 2.043 -5.294 1.969
Cl 8.235 -5.810 -1.383
Cl -2.706 5.333 11.009
Cl 4.898 -4.432 8.468
Cl -4.687 5.585 -6.696
Cl -4.244 3.851 -1.466
Cl -3.247 3.753 4.477
Cl -4.849 6.029 3.644
Cl -5.320 -2.634 -7.892
Cl 2.508 -4.626 6.836
Cl -1.533 -4.730 5.235
Cl -0.216 1.217 -6.478
Cl -3.189 -3.741 -6.261
Cl -1.428 -5.837 1.985
Cl 12.640 0.611 -3.767
Cl 2.293 -0.624 6.113
Cl 2.175 2.344 10.726
Cl 5.117 -5.058 5.642
Cl 10.624 -6.540 -2.856
Cl -3.286 7.763 -5.395
Cl 8.512 -1.969 -1.463
Cl 1.731 -5.106 -0.913
Cl -4.354 0.290 -1.090
Cl 4.226 -0.115 3.998
Cl 2.478 0.266 -7.084
Cl 4.388 -5.117 0.255
Cl -3.894 -0.717 1.862
Cl -0.307 -2.859 7.082
Cl -2.552 -2.399 -8.756
Cl -0.214 7.207 -0.435
Cl 8.008 -7.000 -4.025
Cl -0.005 3.048 8.942
Cl -2.713 -6.415 -0.556
Cl -2.646 5.926 -2.687
Cl -5.321 5.415 9.752
Cl -1.505 -8.560 0.983
P -1.400 -0.104 -0.396
F 0.676 -2.156 0.521
F -0.408 1.540 2.024
O -0.868 -2.702 2.012
O 1.264 0.083 1.980
O -0.369 2.427 -1.352
N -0.847 -0.528 1.205
N -1.482 -1.562 -1.105
C -3.357 6.748 -6.830
C -2.615 -3.143 -2.456
C 2.712 -4.632 0.485
C 0.976 0.890 -7.756
C -3.728 4.588 -2.990
C -1.403 -6.857 0.552
C -1.290 8.484 0.139
C 2.672 -0.841 4.406
C 1.477 2.109 9.127
C -5.209 1.507 -6.666
C 4.139 -5.241 7.100
C -3.761 4.598 9.808
C -2.060 -1.782 -2.235
C -2.957 0.831 -0.151
C -1.058 -3.054 5.501
C 0.108 0.352 1.747
C 11.666 0.505 -2.302
C -4.317 5.055 5.015
C -3.735 -3.397 -7.910
C -2.217 -0.831 -3.340
C -4.407 1.915 1.617
C -3.325 0.885 1.339
C 6.929 -2.639 -1.845
C -0.363 -1.892 1.290
C 8.944 -6.951 -2.532
C 1.405 0.610 -1.368
B -0.024 1.133 -1.107
H -2.478 1.176 1.927
H -3.459 -3.059 -3.119
H 1.624 0.590 -2.426
H -3.819 -4.337 -8.436
H 6.719 -3.432 -1.142
H -0.579 2.555 -2.284
H -1.811 -1.253 -4.248
H -5.071 2.578 -6.706
H -5.395 1.534 1.448
H -4.263 2.234 2.632
H -3.564 7.379 -7.682
H -3.265 -0.680 -3.531
H -2.990 -3.484 -1.507
H 1.910 -0.341 3.829
H 11.224 -0.480 -2.265
H 2.190 2.457 8.393
H -4.191 2.779 1.009
H -2.755 1.850 -0.445
H 8.916 -7.934 -2.084
H -3.928 3.569 10.089
H -0.730 9.119 0.810
H -1.753 0.136 -3.185
H 1.598 -0.373 -0.966
H 2.686 -3.555 0.560
H 1.191 1.824 -8.255
H -3.755 5.691 5.684
H -4.612 4.951 -3.498
H 2.083 1.301 -0.884
H -1.871 -3.815 -2.849
H 4.070 -6.295 7.328
H -0.328 -2.794 4.746
H -0.465 -6.694 0.041
```

## Properties
charge	+1
highest occupied orbital energy	-0.4456	Ha
LUMO	-4.23	eV
gap between HOMO and LUMO	7.90	eV
spin multiplicity	1


(2)
The following is a quantum chemistry calculation of a molecular structure, C49H37MgN3O2S2, from OMol25.

Geometry as XYZ:
```
94
C49H37MgN3O2S2 | OMol25 | ωB97M-V with the def2-TZVPD basis set
S 1.112 -0.407 0.198
S -1.428 2.213 0.628
Mg 1.476 2.073 -0.861
O 1.712 0.220 -1.044
O -0.284 1.903 -0.324
N 3.394 2.413 -1.108
N 2.328 2.120 1.162
N 1.481 3.081 -2.700
C 2.186 1.328 3.402
C 3.988 -3.842 1.090
C 5.135 2.656 -2.680
C 0.452 3.554 -3.386
C -0.158 -1.976 -1.660
C -0.309 -1.278 -0.455
C 0.600 4.365 -4.505
C -3.081 1.142 -1.375
C 1.880 4.691 -4.928
C 2.219 -1.787 0.497
C -1.607 -0.548 1.541
C 2.721 3.384 -3.110
C 4.029 0.689 2.024
C -6.561 2.019 -2.584
C -2.151 -3.139 4.854
C -3.639 -3.098 -2.201
C -4.277 1.110 -2.070
C 2.962 4.196 -4.215
C -4.872 -2.988 -1.621
C 5.998 2.042 -1.784
C 4.203 -3.017 -0.010
C -2.505 -2.514 -1.601
C -5.020 -2.301 -0.407
C -1.801 -3.661 3.600
C -3.919 2.989 -0.063
C -1.508 -1.191 0.210
C -1.236 -2.596 -2.217
C 1.999 -2.582 1.612
C -2.653 -1.819 -0.366
C 3.325 -1.990 -0.309
C 4.197 1.827 -0.237
C -1.750 -1.436 2.653
C 3.803 2.816 -2.295
C -5.291 2.027 -1.801
C -5.088 2.975 -0.797
C 4.917 -4.959 1.425
C 3.514 1.515 1.027
C -3.938 -1.736 0.212
C -2.067 0.485 4.129
C -1.613 0.809 1.780
C 1.694 2.044 2.319
C -1.618 -2.838 2.522
C 5.542 1.620 -0.542
C -2.033 -0.911 3.943
C -1.816 1.319 3.082
C 2.873 -3.611 1.895
C -2.923 2.066 -0.355
C -2.262 -1.788 5.022
C 3.348 0.591 3.228
H 5.494 2.974 -3.645
H 1.145 -2.395 2.247
H 2.042 5.321 -5.790
H -1.135 -3.151 -3.136
H -2.277 0.467 -1.627
H -6.710 1.065 -3.080
H -1.804 2.390 3.221
H 6.224 1.157 0.153
H 3.495 -1.346 -1.161
H -7.414 2.229 -1.943
H 5.744 -5.015 0.724
H -1.359 -3.264 1.563
H -2.261 0.875 5.116
H 4.945 0.141 1.864
H -0.527 3.277 -3.019
H 5.315 -4.836 2.430
H -0.265 4.731 -5.035
H -1.682 -4.728 3.488
H 0.771 2.601 2.389
H -6.536 2.797 -3.348
H 1.669 1.347 4.348
H 3.729 -0.035 4.023
H 7.030 1.889 -2.056
H 4.377 -5.905 1.413
H 5.060 -3.178 -0.647
H -2.533 -1.368 5.979
H -5.998 -2.222 0.040
H 2.690 -4.249 2.746
H -3.520 -3.629 -3.135
H 3.972 4.452 -4.502
H 0.816 -1.999 -2.120
H -4.069 -1.216 1.149
H -3.766 3.710 0.727
H -5.740 -3.420 -2.093
H -2.324 -3.808 5.682
H -5.849 3.708 -0.581
H -4.422 0.356 -2.831
```

## Properties
relative energy (zero: lowest compared OMol25 entry of this formula, charge and spin)	0.384	eV
charge	+2
highest occupied orbital energy	-0.4725	Ha
LUMO	-5.34	eV
gap between HOMO and LUMO	7.52	eV
spin multiplicity	1


(3)
The following is a quantum chemistry calculation of a molecular structure, C12H13AsN3O2RuS2, from OMol25.

Geometry as XYZ:
```
34
C12H13AsN3O2RuS2 | OMol25 | ωB97M-V with the def2-TZVPD basis set
Ru 0.853 0.610 0.149
As -0.142 1.244 -2.970
S 1.649 -1.331 0.747
S -1.065 -0.103 0.870
O 1.986 2.436 0.670
O 0.972 0.659 -1.824
N 1.544 1.667 1.596
N 0.667 -0.004 4.374
N 2.988 3.848 3.795
C 0.859 1.605 -4.547
C -0.862 -1.649 1.590
C -1.448 -0.110 -3.285
C 0.653 -3.472 2.130
C -1.920 -2.316 2.238
C 1.699 1.818 2.868
C -1.671 -3.537 2.805
C -0.383 -4.114 2.751
C 1.121 0.819 3.715
C -0.996 2.830 -2.334
C 2.414 2.943 3.385
C 0.408 -2.218 1.537
H -0.212 -5.076 3.215
H -1.615 2.577 -1.473
H -0.236 3.556 -2.050
H -1.625 3.238 -3.124
H -1.973 -0.310 -2.352
H 1.597 2.372 -4.322
H 0.191 1.946 -5.336
H -0.933 -1.009 -3.620
H -2.153 0.224 -4.045
H -2.469 -4.062 3.310
H 1.644 -3.906 2.096
H 1.359 0.687 -4.848
H -2.900 -1.862 2.288
```

## Properties
relative energy (zero: lowest compared OMol25 entry of this formula, charge and spin)	0.000	eV
charge	+1
highest occupied orbital energy (alpha / beta)	-0.4265 / -0.4286	Ha
LUMO (alpha / beta)	-5.52 / -5.26	eV
gap between HOMO and LUMO (alpha / beta)	6.09 / 6.40	eV
spin multiplicity	1


(4)
The following is a quantum chemistry calculation of a single C5H6O molecule, from OMol25.

Geometry as XYZ:
```
12
C5H6O | OMol25 | ωB97M-V with the def2-TZVPD basis set
O 0.000 1.379 1.066
C -0.480 1.648 -0.242
C -0.923 -0.818 0.252
C 2.176 -1.120 -0.301
C 0.053 0.328 0.107
C 1.350 -0.249 -0.207
H -0.412 -1.696 0.647
H 2.819 -1.970 -0.354
H -1.739 -0.537 0.913
H 0.071 2.378 -0.829
H -1.567 1.712 -0.310
H -1.299 -1.088 -0.738
```

## Properties
relative energy (zero: lowest compared OMol25 entry of this formula, charge and spin)	3.021	eV
charge	0
highest occupied orbital energy	-0.3677	Ha
structure (SMILES)	C#C[C@]1(C)CO1
LUMO	1.00	eV
gap between HOMO and LUMO	11.01	eV
spin multiplicity	1